Entry 1:
113
Properties=species:S:1:pos:R:3:forces:R:3 method="wB97M-V/def2-TZVPD" gap_ha="0.206 / 0.135" lumo_ev="1.77 / -0.17" e_homo_ev="-3.8463 / -3.8333" charge=-1 energy_ha=-6568.13202 multiplicity=2
Hg 12.377801 11.705790 15.170519 0.12 0.15 -0.33
O 19.569672 13.255871 14.407456 0.08 -0.55 -0.11
C 18.372484 12.810093 14.900781 0.26 -0.50 -0.12
C 17.967323 11.444412 14.878476 0.12 1.93 0.27
C 16.704067 11.183988 15.358783 -0.27 0.21 0.18
N 15.869504 12.115583 15.838327 0.08 0.54 0.04
C 16.290963 13.372933 15.839606 -0.12 -0.61 0.17
Br 15.134251 14.763476 16.419738 -0.27 -0.30 0.16
C 17.539398 13.793242 15.437519 0.66 0.13 -0.84
H 20.069514 12.551944 13.953154 -0.52 0.29 0.39
H 18.607529 10.660553 14.533511 0.27 -0.26 -0.28
H 16.333580 10.165250 15.345778 -0.14 0.00 0.09
H 17.824482 14.861628 15.405671 -0.16 -0.91 0.11
B 7.252162 11.967119 15.115106 -0.05 0.56 -0.34
N 8.084561 13.280401 15.283906 -1.33 -1.28 -0.62
C 8.181882 13.969017 16.407321 1.52 1.34 -0.03
C 8.954499 15.102167 16.132056 -0.68 -0.74 -0.24
C 9.184319 15.029823 14.751240 -0.40 -0.86 -0.04
N 8.603992 13.913694 14.234994 1.33 1.11 0.32
N 8.071109 10.680039 15.116263 1.44 -1.85 -1.22
C 7.981291 9.583898 15.892971 -0.11 0.28 0.42
C 8.984238 8.679067 15.525576 -0.13 -0.14 0.80
C 9.659881 9.287411 14.468091 -1.89 1.62 -0.84
N 9.010246 10.462669 14.162892 1.62 -0.63 0.54
H 6.577475 11.851826 16.065759 -0.81 0.10 0.81
H 6.656121 12.071067 14.091620 -0.33 -0.07 -0.38
H 7.770967 13.654373 17.333255 -0.24 -0.44 0.44
H 9.269721 15.806372 16.857206 0.26 0.67 0.31
H 9.764915 15.699369 14.130014 -0.18 -0.07 -0.07
H 7.158129 9.518242 16.606491 0.57 -0.02 -0.02
H 9.218126 7.740943 16.018830 -0.19 0.06 -0.19
H 10.433407 8.902787 13.804085 -0.11 0.26 0.31
C 9.579308 12.794730 21.888597 -0.88 1.15 0.22
C 10.366733 11.595462 21.477430 0.75 0.04 -2.22
O 10.446870 11.694439 19.946542 0.43 -0.97 1.56
P 11.446609 10.822992 19.030628 -0.55 2.30 -1.24
O 11.410320 11.344649 17.618782 0.01 -0.92 2.42
Te 10.904309 8.510098 18.900783 -0.54 -0.23 0.25
O 12.853662 10.973349 19.813228 -0.57 -0.11 -0.34
C 13.989052 11.066155 18.915962 0.59 0.74 0.28
C 15.274771 11.111226 19.753968 -0.64 0.34 0.29
H 9.610879 12.896990 22.972642 0.10 -0.09 0.20
H 8.502624 12.701915 21.645403 0.62 0.05 -0.18
H 9.962499 13.774156 21.483032 -0.24 -1.23 0.14
H 9.880693 10.628155 21.708372 0.33 0.53 0.00
H 11.401173 11.665624 21.862125 -0.50 -0.34 -0.22
H 13.849445 11.987244 18.314287 0.26 -0.71 0.11
H 13.998698 10.194100 18.269391 -0.08 -0.08 -0.24
H 15.500289 12.145066 20.094049 0.00 -0.68 -0.30
H 16.083496 10.688689 19.166162 0.26 0.27 -0.08
H 15.166433 10.480725 20.646964 -0.05 0.10 -0.21
C 13.854162 6.796816 17.857348 0.21 -0.08 0.17
C 13.331879 7.368429 16.493382 0.14 0.40 1.11
P 13.870553 6.599566 14.929546 -0.01 0.10 -0.79
C 12.940493 4.971993 14.891920 -1.38 1.36 0.75
C 12.002777 4.785298 13.670393 1.07 -0.32 -0.73
C 15.607370 6.061641 15.308742 -0.56 -0.95 0.26
C 16.328689 5.510801 14.056483 0.94 1.23 0.64
H 13.679591 7.490656 18.736223 0.08 -0.70 -1.16
H 14.963374 6.638314 17.797698 -0.96 0.08 0.12
H 13.374094 5.814294 18.117042 0.44 0.81 -0.28
H 13.639195 8.425397 16.403776 -0.07 -0.25 0.09
H 12.229473 7.417563 16.446619 0.40 -0.11 0.08
H 12.329246 4.943165 15.824705 0.36 -0.03 -0.53
H 13.665669 4.220807 15.020732 0.87 -1.26 -0.18
H 10.962257 5.003350 13.912898 0.12 -0.03 -0.08
H 12.097905 3.754204 13.262632 -0.34 0.48 0.44
H 12.318105 5.427975 12.816655 -0.28 -0.17 0.65
H 15.583749 5.389089 16.195378 0.15 -0.16 -0.80
H 16.182964 6.895393 15.679227 0.07 0.65 -0.02
H 15.827300 4.748101 13.493445 -0.56 -0.40 -0.10
H 17.301517 5.101041 14.386226 -0.28 0.17 -0.38
H 16.511830 6.379843 13.369996 -0.08 -0.85 0.46
C 14.055059 7.686393 10.650445 0.94 1.14 0.46
Si 14.480718 9.542971 10.302166 -1.06 0.35 1.32
C 14.437653 9.917903 8.479289 1.91 0.69 -0.26
C 16.212595 9.959075 11.032481 0.31 -0.14 -0.15
Sb 12.615621 10.976612 11.518298 -0.17 -0.49 0.37
Si 12.923026 13.586332 11.296228 -0.14 -1.00 0.44
C 13.781749 13.868351 9.656591 -0.05 1.41 -0.66
C 14.035293 14.291509 12.695718 0.69 -0.01 -0.59
C 11.213584 14.389948 11.421964 0.69 0.15 -0.90
Si 10.450198 10.539698 10.077257 0.49 0.18 1.80
C 9.676976 8.820204 10.316991 0.65 -0.66 -0.28
C 9.086947 11.687623 10.676077 0.48 0.04 0.01
C 10.844901 10.842493 8.302269 -1.04 0.19 -1.46
H 14.770368 7.112896 10.058897 -0.04 -0.31 -0.01
H 13.044461 7.463998 10.335141 -0.24 -0.14 0.03
H 14.209279 7.462948 11.735629 -0.29 0.14 -0.84
H 15.483173 9.696421 8.149573 -0.64 0.09 -0.25
H 14.223295 10.959403 8.183643 0.14 -0.34 0.47
H 13.771033 9.306747 7.928251 -0.72 -0.81 -0.49
H 17.019116 9.559065 10.371181 -0.51 0.20 0.32
H 16.416818 9.541156 12.059431 -0.47 0.59 -0.94
H 16.315241 11.068460 11.020640 0.04 -0.69 0.27
H 14.724817 13.355257 9.602705 0.49 -0.51 0.18
H 14.068985 14.946695 9.586930 -0.33 -0.49 -0.14
H 13.231600 13.594312 8.734517 0.01 0.15 0.63
H 13.497842 15.034858 13.303214 0.23 -0.25 -0.17
H 14.925987 14.749591 12.220900 -0.55 0.38 -0.07
H 14.553569 13.589532 13.354058 -0.70 -0.35 0.14
H 10.663650 14.306834 10.462681 0.31 0.17 0.53
H 11.360551 15.446526 11.680551 -0.14 -0.08 -0.13
H 10.628267 13.932299 12.199244 -0.35 -0.25 0.45
H 8.990993 8.769614 11.156842 -0.13 0.39 0.18
H 10.379822 7.975254 10.500346 -0.25 0.57 -0.41
H 9.095704 8.610706 9.401351 0.17 -0.10 0.25
H 8.876648 11.602420 11.756249 -0.01 -0.29 -0.38
H 8.246852 11.323504 10.063844 -0.19 0.47 0.30
H 9.307600 12.748554 10.504977 -0.30 -0.33 -0.28
H 10.717884 9.908662 7.722399 -0.01 0.41 0.07
H 11.799594 11.263061 8.033269 0.50 0.00 0.29
H 10.108887 11.596941 7.929834 0.24 -0.63 0.06



Entry 2:
129
Properties=species:S:1:pos:R:3:forces:R:3 method="wB97M-V/def2-TZVPD" gap_ha=0.330 lumo_ev=-0.16 e_homo_ev=-9.1299 charge=0 energy_ha=-5347.36373
O -0.772712 -2.465798 -4.250850 1.25 -2.81 -0.68
S -0.168883 -3.717088 -4.721426 -0.28 -0.24 -1.76
O -0.509091 -4.193569 -6.113341 1.55 1.42 4.77
O 1.459191 -3.698649 -4.380294 -1.18 1.32 -1.68
C 1.786478 -4.378130 -3.189822 5.20 1.06 -1.63
C 0.640235 -5.007491 -2.717778 -3.01 -0.85 3.48
O -0.317275 -4.983860 -3.686140 -2.80 0.28 -2.89
H 2.574065 -5.093042 -3.427957 0.14 -0.01 -0.43
H 2.252581 -3.727981 -2.449445 -0.19 0.44 -0.22
H 0.286841 -4.353669 -1.920454 -0.45 -0.60 0.78
H 0.797457 -6.042576 -2.414491 -0.19 0.13 0.21
O -2.685102 0.598021 -4.291023 -2.62 4.06 -0.17
S -3.680716 1.717085 -4.393224 -1.75 -2.26 -0.67
O -5.058534 1.330975 -4.921433 4.68 1.78 2.25
O -3.766165 2.659245 -2.961360 0.26 -2.58 -0.98
C -3.431999 3.992469 -3.178628 -0.64 2.27 -1.58
C -3.587171 4.185642 -4.703979 -1.40 1.12 1.56
O -3.125699 3.008393 -5.234933 1.06 -2.98 -1.12
H -4.214255 4.627745 -2.763174 0.13 -0.15 0.54
H -2.458868 4.396179 -2.899131 0.29 -1.01 0.64
H -3.072084 5.058614 -5.104854 0.19 -0.34 -0.02
H -4.660249 4.268694 -4.876293 -0.09 0.17 -0.46
O 2.538376 4.137195 -3.082788 0.24 -0.41 0.01
S 1.192296 4.545468 -3.230975 -1.26 1.84 0.92
O 0.557825 5.316698 -2.163234 0.81 -1.65 -2.32
O 1.084174 5.322203 -4.681625 -1.00 -1.19 1.57
C 0.604491 4.363636 -5.627369 0.93 -0.86 -2.24
C 0.419895 2.963140 -5.000165 0.33 0.66 0.26
O 0.250366 3.309767 -3.660718 0.00 0.80 2.92
H -0.282007 4.682224 -6.175757 0.03 0.42 0.39
H 1.440420 4.235887 -6.315124 -0.29 0.28 -0.49
H 1.333602 2.374267 -5.080598 -0.14 -0.17 -0.32
H -0.483341 2.389814 -5.208872 0.23 0.19 -0.72
O 6.760910 1.396445 -3.859012 -1.93 -0.22 0.96
S 5.864656 0.559956 -3.097588 -0.48 -3.90 -0.98
O 6.456448 -0.185528 -1.981797 -1.75 2.19 -1.14
O 4.299045 1.140308 -2.851152 2.40 0.66 0.68
C 3.222381 0.377985 -3.413236 0.53 -0.01 -0.35
C 3.872431 -0.953031 -3.849243 0.64 0.79 0.34
O 5.279722 -0.657485 -4.117047 -0.22 1.49 0.69
H 2.427225 0.325611 -2.669547 0.25 -0.54 0.28
H 2.768443 0.943923 -4.226721 0.48 0.05 -0.34
H 3.456064 -1.315269 -4.789201 0.03 -0.23 0.32
H 3.830392 -1.645520 -3.008540 0.00 -0.36 -0.33
O 4.565167 0.353884 6.417615 -1.65 -0.39 -0.88
S 3.227795 0.149387 5.943131 -4.42 -0.78 -0.48
O 2.275228 1.232076 5.597818 2.99 -2.10 0.50
O 3.106395 -1.068333 4.841924 2.34 1.56 -0.85
C 1.846363 -1.713611 4.811445 -0.68 1.42 0.33
C 1.489371 -1.761216 6.331232 0.28 -0.64 -0.66
O 2.364515 -0.813138 6.956022 0.62 0.42 1.13
H 1.145783 -1.099550 4.245576 -0.12 0.14 0.09
H 1.977354 -2.620205 4.220659 0.00 -0.27 0.72
H 1.683139 -2.781202 6.663162 0.52 0.19 0.52
H 0.462317 -1.558313 6.634693 0.03 0.41 -0.52
C -5.569008 0.239540 4.863068 0.37 -0.25 -1.45
N -5.531888 -0.671903 3.672650 -2.13 -0.11 2.27
C -4.599381 -0.751116 2.742760 1.77 1.21 0.00
C -4.761018 -1.789356 1.699068 -0.80 -0.85 -0.92
O -3.649796 0.036044 2.735809 -0.04 -0.20 -0.38
H -5.376958 -0.364781 5.749640 0.19 0.37 0.07
H -6.530424 0.746866 4.943213 -0.14 -0.35 -0.10
H -4.846593 1.034097 4.676263 0.24 -0.31 0.35
H -6.147588 -1.464453 3.786116 -0.04 0.14 -0.38
H -5.514231 -2.546999 1.915297 0.15 -0.25 0.58
H -3.827866 -2.277102 1.417225 -0.02 0.28 0.11
H -5.232033 -1.356354 0.816598 0.46 0.46 -0.21
C 2.468682 -4.669693 0.619786 0.14 -0.05 0.19
N 3.632810 -4.526145 -0.243031 -1.03 -1.28 0.00
C 4.373390 -3.473045 -0.596731 -0.21 2.94 -0.22
C 4.440166 -2.174728 0.351988 0.32 -1.98 -0.19
O 4.881435 -3.492644 -1.715212 0.32 0.39 0.80
H 2.717116 -5.309153 1.466822 -0.12 0.34 0.32
H 1.670443 -5.192946 0.093356 0.11 -0.04 -0.30
H 2.021097 -3.719295 0.910512 0.34 0.03 0.27
H 3.642296 -5.155604 -1.032840 0.08 -0.30 0.15
H 4.131857 -2.355878 1.381667 -0.27 -0.41 -0.03
H 3.816736 -1.353673 -0.002011 0.39 -0.07 -0.45
H 5.499991 -1.938035 0.446075 -0.14 0.46 -0.49
C -3.061278 -3.413651 4.257439 0.38 -1.23 0.30
N -2.734815 -4.249929 3.103363 -0.84 0.75 -0.30
C -1.468802 -4.263630 2.599418 -0.50 -0.38 -0.30
C -1.167720 -5.114855 1.428113 -1.61 -1.19 -1.51
O -0.611761 -3.607786 3.114963 1.67 1.43 1.14
H -2.428148 -2.529906 4.336494 -0.19 -0.13 -0.13
H -2.880392 -4.115204 5.071824 0.03 0.68 0.79
H -4.129577 -3.197312 4.262532 0.14 0.26 -0.17
H -3.556821 -4.754628 2.803896 0.79 -0.33 -0.69
H -0.277998 -5.744509 1.421622 -0.13 0.13 0.77
H -1.148581 -4.633306 0.450440 0.16 0.88 0.26
H -2.076201 -5.705004 1.307729 0.23 -0.83 -0.15
C -2.922232 3.798726 3.414312 0.64 -0.29 2.30
N -3.506809 3.043381 2.407722 -0.06 -1.06 -1.06
C -4.317001 3.591270 1.500108 -1.30 -1.89 -1.83
C -4.553552 2.862913 0.179594 1.44 -0.10 0.25
O -5.009459 4.544893 1.689276 -0.42 2.70 0.84
H -2.331868 4.628205 3.025045 0.07 -0.07 0.30
H -2.353893 3.008609 3.905049 1.05 0.72 0.32
H -3.585543 4.099939 4.225109 -0.39 0.63 -0.24
H -3.391900 2.045442 2.512724 -0.04 -0.12 -0.84
H -3.644837 2.378631 -0.177913 -0.10 -0.63 0.28
H -4.721736 3.595307 -0.609978 -0.85 -0.05 0.38
H -5.353488 2.153037 0.390039 -0.08 0.02 -0.65
C 3.514488 4.542172 0.822022 0.20 -0.06 -0.92
C 3.108989 3.178242 0.263898 0.66 -0.18 -1.03
C 2.994316 2.342773 1.516989 -1.34 -0.49 -2.50
O 3.722172 2.986289 2.474660 0.37 -0.57 2.39
C 4.429831 4.102059 1.949657 -0.66 -0.53 -0.19
H 2.595502 5.030347 1.146459 0.33 0.44 0.28
H 4.083355 5.128446 0.100375 -0.39 0.25 -0.09
H 3.893080 2.764620 -0.370321 0.39 0.20 0.01
H 2.229369 3.052635 -0.367451 -0.27 0.71 0.15
H 3.263727 1.341516 1.180813 0.92 -0.50 0.86
H 1.919583 2.224714 1.655254 -0.21 0.39 1.34
H 5.380856 3.717849 1.580851 0.26 0.30 -0.30
H 4.631194 4.810780 2.752939 -0.27 -0.02 -0.04
C -1.378072 0.385632 0.134786 0.72 0.33 -1.96
C -0.210363 -0.289324 0.835373 -0.71 1.57 2.05
C 0.470064 -1.147585 -0.145690 -0.81 0.75 -0.79
O 0.158323 -0.534895 -1.392272 0.50 0.48 -1.48
C -0.704332 0.640296 -1.300159 -0.30 -1.71 1.74
H -1.699845 1.326659 0.580913 -0.07 -0.25 0.21
H -2.204628 -0.316560 0.026029 -0.21 0.22 -0.07
H -0.490000 -0.783179 1.765972 -0.10 -0.18 -0.03
H 0.451867 0.525604 1.127707 0.29 0.00 0.13
H 0.004751 -2.132923 -0.171794 0.56 -0.46 0.11
H 1.537955 -1.089366 0.064879 0.16 -0.72 -0.34
H -1.384405 0.613828 -2.151565 -0.05 -0.16 0.16
H -0.117886 1.556411 -1.370266 0.14 0.09 0.32



Number 1: strongest force on any atom 2.669 eV/A. Number 2: strongest force on any atom 5.549 eV/A.